2 unconnected molecules or ions with the total composition C2H3F2O3S. Source: the Open Molecules 2025 dataset; level of theory: ωB97M-V with the def2-TZVPD basis set.

Calculated values
- DFT total energy (a.u.) = -901.7032
- HOMO energy (Ha) = -0.208

The geometry in ORCA input format:
```
! RIJCOSX wB97M-V def2-TZVPD def2/J DEFGRID3
* xyz -1 1
S -2.38 0.17 -0.13
F -1.32 1.46 -0.13
F 2.52 -1.79 -0.10
O -2.90 0.22 1.22
O -1.55 -0.93 -0.44
O -3.33 0.51 -1.25
C 1.65 -0.76 0.00
C 2.05 0.45 0.33
H 0.64 -1.33 -0.17
H 3.14 0.53 0.35
H 1.48 1.47 0.32
*
```